Computed, not measured: a structure of composition C22H23Cl2N7RhS, with ωB97M-V/def2-TZVPD.

```
56
Properties=species:S:1:pos:R:3:lowdin_charge:R:1
Rh 0.525 0.871 -0.102 0.694
C -4.746 0.656 2.852 -0.065
C -4.784 -0.437 1.996 -0.069
C -3.731 -0.708 1.155 -0.008
C -2.585 0.120 1.148 -0.278
C -2.562 1.214 2.024 -0.085
C -3.625 1.471 2.861 -0.077
N -1.558 -0.146 0.296 0.005
N -1.614 -1.205 -0.435 0.089
C -0.654 -1.482 -1.314 -0.293
C -0.757 -2.609 -2.152 -0.002
C 0.246 -2.912 -3.043 -0.074
C 1.369 -2.098 -3.142 -0.054
C 1.479 -0.967 -2.339 -0.160
C 0.493 -0.648 -1.431 -0.195
H -5.578 0.869 3.503 0.109
H -5.650 -1.081 1.984 0.111
H -3.749 -1.550 0.480 0.105
H -1.706 1.866 2.036 0.019
H -3.580 2.322 3.522 0.109
H -1.647 -3.213 -2.084 0.116
H 0.153 -3.779 -3.680 0.109
H 2.151 -2.323 -3.851 0.113
H 2.342 -0.325 -2.456 0.071
Cl -0.886 3.113 0.039 0.780
C -1.084 3.384 -1.646 -0.649
C -2.231 3.974 -2.134 -0.089
C -2.373 4.112 -3.507 -0.061
C -1.380 3.677 -4.367 -0.092
C -0.225 3.100 -3.866 -0.686
Cl 0.991 2.523 -4.931 0.705
C -0.059 2.941 -2.486 -0.681
S 1.377 2.211 -1.829 0.665
H -3.002 4.302 -1.455 0.111
H -3.271 4.547 -3.912 0.113
H -1.492 3.774 -5.433 0.110
C 4.259 -2.618 2.293 -0.030
N 3.566 -2.040 1.157 -0.145
C 4.328 -2.111 -0.078 -0.035
C 2.642 -1.043 1.299 -0.397
N 2.501 -0.062 0.481 0.108
N 1.783 -1.169 2.372 0.161
C 0.924 -0.215 2.871 -0.491
N 0.401 -0.529 4.085 0.180
N 0.694 0.884 2.250 0.075
H 4.672 -3.581 1.999 0.099
H 3.604 -2.782 3.144 0.078
H 5.080 -1.970 2.618 0.108
H 4.673 -3.136 -0.206 0.100
H 5.202 -1.452 -0.074 0.108
H 3.691 -1.874 -0.928 0.074
H 3.226 0.012 -0.223 0.069
H 1.857 -2.019 2.909 0.136
H 0.493 -1.453 4.470 0.110
H -0.316 0.054 4.481 0.116
H 0.125 1.537 2.780 0.059
```

Properties
- HOMO-LUMO gap (alpha / beta) (eV) = 6.3 / 6.3
- total energy (eV) = -72499.45995
- charge = +1